Computed, not measured: a structure of composition C30H54O25PS3Tl, with the ωB97M-V functional and the def2-TZVPD basis.

As for the HOMO energy (alpha / beta): -11.79 / -11.79 eV. Its calculated total energy is -4764.45918 a.u. For the molar mass, the calculation gives 1146.30 g/mol. As for the total charge: +1. The spin multiplicity is 2.

Cartesian coordinates (Å):
Tl (1.94, -2.57, -1.90)
P (0.39, -0.07, -0.56)
O (1.40, 0.20, -1.75)
O (1.21, -1.04, 0.35)
O (-0.50, -1.11, -1.28)
O (-0.45, 1.13, 0.13)
C (-2.71, 3.84, -2.02)
C (-2.39, 2.41, -2.51)
C (-3.00, 1.23, -1.80)
O (-4.01, 0.79, -2.63)
C (-3.98, 1.41, -3.82)
O (-4.76, 1.13, -4.77)
O (-2.97, 2.29, -3.83)
H (-2.71, 4.49, -2.90)
H (-2.09, 4.10, -1.16)
H (-3.75, 3.80, -1.69)
H (-1.33, 2.15, -2.51)
H (-3.37, 1.33, -0.78)
H (-2.22, 0.47, -1.77)
C (-1.79, 2.48, 4.18)
C (-1.85, 2.63, 2.62)
C (-2.92, 1.87, 1.85)
O (-3.49, 2.77, 1.02)
C (-3.13, 4.06, 1.42)
O (-3.54, 5.07, 0.90)
O (-2.13, 4.02, 2.33)
H (-0.96, 2.97, 4.68)
H (-1.80, 1.45, 4.54)
H (-2.61, 2.94, 4.73)
H (-0.85, 2.49, 2.21)
H (-3.56, 1.39, 2.59)
H (-2.59, 1.02, 1.25)
C (0.15, -3.30, 2.51)
C (-1.11, -2.52, 2.83)
C (-1.71, -1.83, 1.57)
O (-3.03, -2.25, 1.57)
C (-3.25, -3.08, 2.55)
O (-4.39, -3.49, 2.83)
O (-2.20, -3.35, 3.26)
H (-0.03, -4.05, 1.73)
H (0.48, -3.93, 3.34)
H (0.94, -2.60, 2.24)
H (-0.98, -1.77, 3.61)
H (-1.14, -2.19, 0.72)
H (-1.63, -0.74, 1.54)
C (1.14, 4.34, 0.87)
C (1.93, 3.39, -0.11)
C (1.45, 3.62, -1.54)
O (2.67, 3.62, -2.33)
C (3.71, 3.82, -1.43)
O (4.91, 3.81, -1.73)
O (3.21, 3.94, -0.16)
H (1.09, 5.38, 0.57)
H (1.44, 4.17, 1.91)
H (0.09, 4.03, 0.87)
H (2.09, 2.36, 0.22)
H (0.91, 4.57, -1.62)
H (0.74, 2.82, -1.78)
C (-2.35, -4.34, -2.92)
C (-2.67, -3.60, -1.54)
C (-3.35, -2.27, -1.69)
O (-4.73, -2.67, -1.59)
C (-4.83, -3.80, -1.02)
O (-5.88, -4.29, -0.65)
O (-3.68, -4.45, -0.93)
H (-1.48, -3.92, -3.41)
H (-3.16, -4.30, -3.65)
H (-2.08, -5.38, -2.77)
H (-1.79, -3.51, -0.92)
H (-3.20, -1.81, -2.66)
H (-3.07, -1.58, -0.89)
C (3.37, 1.46, 2.73)
C (1.95, 1.53, 3.27)
C (0.98, 0.30, 3.29)
O (0.88, -0.02, 4.66)
C (1.50, 0.89, 5.42)
O (1.56, 0.86, 6.65)
O (2.12, 1.80, 4.68)
H (3.94, 0.61, 3.13)
H (3.88, 2.39, 2.96)
H (3.40, 1.33, 1.65)
H (1.39, 2.27, 2.70)
H (1.34, -0.51, 2.66)
H (0.00, 0.62, 2.96)
C (5.05, 0.48, -0.30)
S (5.48, -0.54, -1.76)
O (4.55, -1.71, -1.69)
C (4.60, 0.47, -3.02)
H (3.98, 0.41, -0.12)
H (5.24, 1.54, -0.42)
H (5.53, 0.26, 0.65)
H (5.08, 1.44, -3.09)
H (3.53, 0.65, -2.89)
H (4.72, 0.04, -4.01)
C (3.81, -2.20, 2.43)
S (4.47, -3.52, 1.40)
O (3.43, -3.73, 0.31)
C (4.28, -4.91, 2.61)
H (3.41, -1.49, 1.70)
H (4.60, -1.82, 3.07)
H (2.95, -2.63, 2.94)
H (4.56, -5.90, 2.25)
H (3.28, -4.95, 3.05)
H (4.93, -4.67, 3.46)
C (-0.84, 0.16, -4.51)
S (-0.30, -1.44, -5.26)
O (0.32, -2.41, -4.23)
C (-1.96, -2.00, -5.63)
H (0.06, 0.77, -4.37)
H (-1.36, -0.06, -3.58)
H (-1.52, 0.59, -5.24)
H (-1.91, -2.92, -6.21)
H (-2.52, -1.24, -6.16)
H (-2.46, -2.18, -4.68)

***

Computed, not measured: a structure of composition C30H55B3O13S2, with the ωB97M-V functional and the def2-TZVPD basis.

As for the HOMO energy: -8.82 eV. Its calculated total energy is -3025.26052 a.u. For the molar mass, the calculation gives 720.33 g/mol. As for the total charge: 0.

Cartesian coordinates (Å):
C (-4.18, 2.41, -2.11)
C (-5.53, 2.91, -2.75)
C (-6.27, 1.85, -3.66)
B (-6.06, 0.33, -3.22)
O (-7.02, -0.30, -2.37)
B (-6.27, -0.69, -1.23)
C (-6.60, -0.04, 0.21)
C (-5.89, -0.85, 1.36)
C (-6.17, -2.29, 1.54)
C (-5.50, -3.08, 2.57)
C (-4.54, -2.40, 3.41)
C (-4.24, -0.98, 3.32)
C (-4.94, -0.21, 2.27)
C (-4.56, 1.31, 2.17)
O (-5.22, -1.62, -1.44)
B (-4.43, -1.20, -2.55)
S (-2.63, -1.65, -2.50)
C (-1.80, -0.83, -3.93)
C (-0.26, -0.67, -3.66)
O (0.41, 0.12, -4.27)
O (0.36, -1.44, -2.66)
C (0.56, -0.64, -1.48)
C (1.92, -0.99, -0.75)
C (1.94, -0.19, 0.61)
O (1.93, -2.42, -0.60)
C (3.18, -2.89, -0.27)
O (4.17, -2.21, -0.15)
C (3.33, -4.44, 0.02)
S (3.59, -4.75, 1.81)
O (-4.96, -0.48, -3.66)
H (-3.42, 2.17, -2.90)
H (-4.29, 1.59, -1.35)
H (-3.75, 3.29, -1.55)
H (-5.27, 3.78, -3.41)
H (-6.18, 3.33, -1.94)
H (-6.06, 1.97, -4.76)
H (-7.38, 2.05, -3.55)
H (-7.70, 0.06, 0.40)
H (-6.11, 0.97, 0.18)
H (-6.92, -2.74, 0.85)
H (-5.71, -4.16, 2.70)
H (-3.99, -2.98, 4.19)
H (-3.50, -0.48, 3.98)
H (-4.38, 1.69, 3.22)
H (-3.67, 1.50, 1.53)
H (-5.47, 1.86, 1.81)
H (-2.27, 0.18, -4.07)
H (-1.88, -1.46, -4.86)
H (-0.25, -0.77, -0.71)
H (0.57, 0.44, -1.76)
H (2.76, -0.59, -1.38)
H (3.00, 0.03, 0.92)
H (1.47, -0.82, 1.41)
H (1.35, 0.74, 0.49)
H (2.39, -4.92, -0.34)
H (4.22, -4.78, -0.57)
H (2.60, -4.05, 2.48)
C (7.98, -4.57, 8.88)
O (8.39, -4.57, 7.53)
C (9.29, -5.63, 7.22)
C (9.10, -6.09, 5.78)
O (7.93, -6.87, 5.57)
C (6.68, -6.19, 5.63)
C (6.43, -5.25, 4.46)
O (7.20, -4.06, 4.60)
C (7.59, -3.51, 3.36)
H (8.82, -4.30, 9.53)
H (7.19, -3.83, 8.99)
H (7.58, -5.55, 9.17)
H (9.13, -6.48, 7.89)
H (10.31, -5.25, 7.35)
H (9.94, -6.76, 5.54)
H (9.16, -5.26, 5.08)
H (6.55, -5.69, 6.59)
H (5.92, -6.98, 5.58)
H (5.37, -4.96, 4.44)
H (6.68, -5.76, 3.52)
H (8.12, -4.26, 2.75)
H (8.27, -2.68, 3.55)
H (6.72, -3.13, 2.81)
C (-1.01, 3.56, -5.24)
O (-1.56, 4.85, -5.31)
C (-2.85, 4.94, -4.72)
C (-3.07, 6.32, -4.11)
O (-2.36, 6.54, -2.90)
C (-0.95, 6.69, -2.99)
C (-0.50, 7.98, -3.65)
O (-0.68, 7.92, -5.06)
C (-0.99, 9.18, -5.62)
H (-1.57, 2.87, -5.89)
H (0.02, 3.61, -5.59)
H (-1.01, 3.19, -4.21)
H (-2.96, 4.18, -3.93)
H (-3.59, 4.76, -5.50)
H (-4.13, 6.39, -3.84)
H (-2.88, 7.11, -4.83)
H (-0.49, 5.82, -3.46)
H (-0.59, 6.70, -1.96)
H (0.57, 8.13, -3.46)
H (-1.07, 8.82, -3.22)
H (-1.85, 9.63, -5.13)
H (-1.24, 9.03, -6.67)
H (-0.12, 9.85, -5.56)

***

Computed, not measured: a structure of composition C30H55BO2P2Ti, with the ωB97M-V functional and the def2-TZVPD basis.

As for the HOMO energy: -13.89 eV. Its calculated total energy is -2883.12148 a.u. For the molar mass, the calculation gives 568.40 g/mol. As for the total charge: +2.

Cartesian coordinates (Å):
Ti (0.28, -0.88, 0.85)
C (-0.47, -2.74, 1.75)
C (0.93, -2.85, 1.33)
C (0.79, -1.37, 3.15)
C (-0.52, -1.85, 2.88)
C (1.69, -1.99, 2.21)
C (-1.62, -3.57, 1.30)
H (-1.38, -4.16, 0.41)
H (-2.50, -2.94, 1.07)
H (-1.93, -4.27, 2.10)
C (-1.70, -1.69, 3.77)
H (-2.53, -2.34, 3.45)
H (-2.08, -0.65, 3.78)
H (-1.44, -1.96, 4.81)
C (1.24, -0.71, 4.40)
H (1.17, -1.39, 5.27)
H (0.65, 0.19, 4.63)
H (2.29, -0.39, 4.32)
C (3.17, -1.93, 2.32)
H (3.49, -2.48, 3.21)
H (3.54, -0.90, 2.43)
H (3.66, -2.39, 1.45)
C (1.51, -3.83, 0.38)
H (1.91, -4.71, 0.91)
H (2.34, -3.39, -0.17)
H (0.76, -4.19, -0.33)
C (-1.58, -0.08, -4.67)
C (-1.56, -1.42, -4.89)
C (-0.73, -2.03, -5.98)
C (0.69, -1.43, -6.17)
C (1.39, -0.93, -4.93)
C (1.35, 0.35, -4.53)
C (0.49, 1.38, -5.22)
C (-0.92, 0.88, -5.62)
H (-1.29, -1.92, -6.93)
H (0.64, -0.63, -6.92)
H (-0.63, -3.12, -5.82)
H (-0.86, 0.43, -6.62)
H (-2.23, 0.35, -3.91)
H (-2.31, -2.08, -4.45)
H (-1.59, 1.75, -5.73)
H (0.36, 2.26, -4.56)
H (2.09, 0.73, -3.81)
H (1.00, 1.75, -6.13)
H (1.32, -2.22, -6.62)
H (2.04, -1.66, -4.44)
P (-1.02, -0.61, -1.22)
P (2.02, 0.63, -0.16)
C (-0.13, 0.71, -2.12)
C (0.98, 1.51, -1.42)
H (-0.84, 1.41, -2.58)
H (0.30, 0.17, -2.98)
H (1.72, 1.90, -2.14)
H (0.54, 2.39, -0.91)
C (2.94, 1.83, 0.84)
H (3.79, 1.32, 1.33)
H (2.29, 2.26, 1.62)
H (3.34, 2.64, 0.20)
C (3.23, -0.40, -0.99)
H (3.72, 0.17, -1.79)
H (2.76, -1.30, -1.43)
H (3.99, -0.74, -0.27)
C (-2.71, -0.12, -0.86)
H (-3.27, -0.99, -0.50)
H (-3.24, 0.32, -1.71)
H (-2.69, 0.61, -0.04)
C (-0.92, -2.23, -2.03)
H (0.08, -2.69, -1.95)
H (-1.12, -2.17, -3.11)
H (-1.67, -2.94, -1.62)
C (-2.18, 1.86, 4.60)
C (-1.79, 2.41, 3.25)
C (-2.89, 3.38, 2.87)
O (-1.74, 1.36, 2.26)
B (-0.39, 1.08, 2.06)
O (0.46, 1.95, 2.73)
C (-0.34, 3.01, 3.24)
C (-0.23, 4.21, 2.32)
C (0.18, 3.49, 4.57)
H (-3.13, 1.31, 4.51)
H (-2.34, 2.70, 5.30)
H (-1.42, 1.20, 5.03)
H (-3.86, 2.87, 2.88)
H (-2.93, 4.18, 3.60)
H (-2.76, 3.82, 1.88)
H (-0.77, 5.06, 2.76)
H (0.82, 4.52, 2.22)
H (-0.62, 4.03, 1.31)
H (0.21, 2.72, 5.34)
H (1.19, 3.90, 4.46)
H (-0.46, 4.31, 4.93)